{"formula": "C2H6O", "method": "ωB97M-V/def2-TZVPD", "symbols": ["C", "C", "H", "H", "H", "H", "O", "H", "H"], "coordinates": [[0.90619, -0.34306, -0.21203], [0.76804, 0.20605, 1.02236], [1.21232, -1.42001, -0.20601], [0.75613, 0.42951, -0.95152], [0.88700, -0.49829, 1.78902], [0.50415, 1.17767, 1.36193], [-1.96694, 0.38554, -1.12895], [-1.00684, 0.47844, -1.00850], [-2.06006, -0.41584, -0.66630]], "molar_mass_g_mol": 46.069, "fmax_ev_per_a": 3.2, "smiles": "C=C.O", "e_above_lowest_kj_mol": 122.40, "total_energy_ev": -4217.1988}